Computed, not measured: a cluster of 15 separate species, C48H90O33S6 in total at a distorted geometry, with ωB97M-V with the def2-TZVPD basis set.

* DFT total energy: -183801.008 eV
* net charge: +1
* HOMO-LUMO gap (alpha / beta): 7.22 / 2.51 eV
* multiplicity: 2

Atoms and positions in Å:
1 C 5.134423 5.887216 17.305672
2 C 4.346332 4.575356 17.086354
3 C 4.966701 3.522386 16.181337
4 O 4.711709 2.346998 16.831627
5 C 4.411633 2.588585 18.125061
6 O 4.148110 1.810061 19.024243
7 O 4.385458 3.918789 18.339558
8 H 6.169004 5.619513 17.520332
9 H 4.744571 6.394488 18.188167
10 H 5.193734 6.541631 16.436014
11 H 3.326463 4.851334 16.818407
12 H 6.055607 3.552769 16.143257
13 H 4.438574 3.404742 15.235107
14 C -3.802394 0.172904 21.860192
15 C -2.313343 0.412889 21.789569
16 C -1.799084 0.918581 20.453400
17 O -1.069944 2.046073 20.742988
18 C -1.183605 2.304660 22.062951
19 O -0.704351 3.338897 22.503812
20 O -1.891926 1.370930 22.685520
21 H -4.159664 -0.611484 21.192958
22 H -4.403751 1.055871 21.643725
23 H -4.063781 -0.118691 22.877413
24 H -1.844533 -0.559363 21.941326
25 H -2.604063 1.133364 19.750562
26 H -1.099712 0.170656 20.079793
27 C 1.351450 -1.705696 20.225709
28 C 1.829088 -1.582288 21.599605
29 C 2.993323 -0.629900 21.768525
30 O 2.500043 0.310902 22.650538
31 C 1.305463 -0.143086 23.217494
32 O 0.740104 0.381516 24.213916
33 O 0.819989 -1.124779 22.498190
34 H 0.403956 -2.237272 20.137521
35 H 2.069979 -2.222431 19.589475
36 H 1.274818 -0.757545 19.693507
37 H 2.139591 -2.589859 21.876167
38 H 3.263942 -0.217440 20.796556
39 H 3.831986 -1.135639 22.247040
40 C -2.406850 3.165015 17.010798
41 C -0.870755 2.963434 17.317237
42 C -0.243442 1.610527 17.274585
43 O 0.927096 1.755699 16.443205
44 C 1.032076 3.031985 16.067001
45 O 1.907666 3.469005 15.295269
46 O -0.052627 3.764250 16.490799
47 H -3.103984 2.626778 17.652994
48 H -2.659258 2.821121 16.007744
49 H -2.756480 4.196613 17.051660
50 H -0.695893 3.425520 18.288834
51 H -0.969736 0.890539 16.897453
52 H 0.009126 1.323454 18.295315
53 C 0.262797 6.686145 21.267339
54 C 1.367068 7.053667 20.252112
55 C 1.841347 5.777401 19.440614
56 O 1.210940 5.855959 18.193220
57 C 0.587537 7.051827 18.091199
58 O -0.120762 7.381256 17.098766
59 O 0.746194 7.794042 19.183587
60 H -0.433843 5.974151 20.824783
61 H -0.391004 7.490346 21.604842
62 H 0.622441 6.199804 22.174107
63 H 2.272619 7.455718 20.706465
64 H 1.491999 4.956186 20.066438
65 H 2.927769 5.690652 19.424361
66 C 3.243837 1.187614 13.494573
67 C 4.462115 0.369470 13.020302
68 C 5.683979 1.184701 12.747050
69 O 6.678553 0.465531 13.457330
70 C 6.089517 -0.466617 14.217619
71 O 6.638082 -1.319361 14.909125
72 O 4.847976 -0.469831 14.027340
73 H 3.489284 1.586372 14.478874
74 H 2.419277 0.476108 13.450509
75 H 2.993854 2.009035 12.823089
76 H 4.176784 -0.219752 12.148804
77 H 5.623958 2.236320 13.027351
78 H 5.933510 1.119210 11.688016
79 C -2.518340 9.713934 20.062740
80 C -3.392607 8.532865 19.605622
81 C -3.131881 8.143508 18.144320
82 O -3.247775 6.735883 18.194320
83 C -2.969031 6.296917 19.453500
84 O -2.624310 5.215395 19.711522
85 O -2.936619 7.409782 20.304233
86 H -1.505937 9.312643 20.016823
87 H -2.859999 9.983692 21.062045
88 H -2.671002 10.570358 19.405984
89 H -4.459014 8.695636 19.761759
90 H -2.190688 8.482102 17.711186
91 H -3.877075 8.648514 17.529712
92 C 2.232806 7.794820 14.255785
93 C 2.720300 6.383441 14.164786
94 C 2.214872 5.566666 13.069115
95 O 3.327314 4.828245 12.592232
96 C 4.409246 5.220923 13.275657
97 O 5.551532 4.824396 13.024866
98 O 4.091974 6.268799 14.113185
99 H 2.611754 8.436472 13.460305
100 H 2.588827 8.147085 15.223911
101 H 1.163554 7.939272 14.101075
102 H 2.432112 5.910354 15.103526
103 H 1.798288 6.237297 12.317574
104 H 1.357779 4.958644 13.358570
105 C -5.977738 4.370137 15.955104
106 C -6.536555 5.796025 16.263932
107 C -7.763251 6.110506 15.535917
108 O -8.762151 6.282363 16.525577
109 C -8.180462 6.257165 17.774008
110 O -8.739306 6.375104 18.836183
111 O -6.898038 5.908533 17.623087
112 H -5.125787 4.129867 16.591146
113 H -5.558062 4.312783 14.950775
114 H -6.745492 3.596530 15.941028
115 H -5.764017 6.551011 16.118019
116 H -8.057492 5.266619 14.911908
117 H -7.547614 6.925602 14.845121
118 C -1.086612 -3.879267 17.848015
119 S -2.327314 -2.501165 17.845112
120 O -1.587439 -1.173174 17.950045
121 C -2.766604 -2.538509 16.082778
122 H -1.496256 -4.825509 17.494584
123 H -0.384730 -3.981071 18.675716
124 H -0.404132 -3.608107 17.042534
125 H -1.899197 -2.286389 15.472743
126 H -3.516479 -1.791065 15.823676
127 H -3.078828 -3.533818 15.766595
128 C -3.942759 0.906337 14.165054
129 S -5.027667 -0.292327 13.315756
130 O -6.267914 0.476407 12.849965
131 C -3.914471 -0.807549 11.953919
132 H -3.763890 1.755341 13.505277
133 H -3.023744 0.552300 14.632140
134 H -4.516911 1.276458 15.014436
135 H -4.473656 -1.598880 11.454704
136 H -3.040149 -1.283428 12.397995
137 H -3.597536 0.025705 11.326745
138 C -5.391121 4.039166 19.822620
139 S -6.690070 2.919464 20.515577
140 O -7.416979 3.716867 21.571128
141 C -7.829676 2.904690 19.059312
142 H -4.509194 4.074686 20.462186
143 H -5.808353 5.034906 19.672516
144 H -5.043949 3.662439 18.860519
145 H -8.394592 2.008890 18.801403
146 H -7.413102 3.292021 18.129503
147 H -8.633660 3.599170 19.303045
148 C -6.153694 -1.834207 18.023830
149 S -6.423978 -0.026160 18.347068
150 O -5.048795 0.566195 18.558141
151 C -6.836801 0.482977 16.661647
152 H -5.596699 -2.287391 18.843884
153 H -5.558623 -2.178226 17.177864
154 H -7.120563 -2.325652 17.915523
155 H -6.521905 1.515576 16.511089
156 H -7.921070 0.394625 16.593450
157 H -6.545075 -0.204535 15.867720
158 C -3.555133 7.174691 13.760462
159 S -2.741711 5.750535 14.626084
160 O -2.945766 4.456372 13.823983
161 C -1.007259 6.397346 14.401899
162 H -3.128978 7.367557 12.775935
163 H -3.426034 8.085856 14.344593
164 H -4.620088 6.953866 13.688175
165 H -0.962288 7.483962 14.474974
166 H -0.637390 6.116575 13.415762
167 H -0.359235 6.007225 15.186748
168 C 3.772773 -0.892368 17.360315
169 S 3.101659 -2.278090 16.385254
170 O 2.878727 -3.479296 17.340708
171 C 1.471861 -1.481303 16.004708
172 H 3.117509 -0.632433 18.191676
173 H 3.866078 0.033173 16.792186
174 H 4.791368 -1.087556 17.695659
175 H 1.568379 -0.480026 15.584905
176 H 0.956346 -1.374741 16.959163
177 H 0.926268 -2.137722 15.326813

Forces on atoms 1 to 3 (eV/Å):
C 0.5 -0.8 -0.4
C 1.1 2.2 -0.2
C 0.2 1.2 -1.1


Computed, not measured: a cluster of 14 separate species, C48H92N8O20 in total at a distorted geometry, with ωB97M-V with the def2-TZVPD basis set.

* DFT total energy: -104139.210 eV
* HOMO-LUMO gap: 9.15 eV

Atoms and positions in Å:
1 O 0.107279 -7.162592 -1.129932
2 C 0.262842 -6.145135 -0.478373
3 O 1.102492 -5.130151 -0.950060
4 C 1.341765 -4.163146 0.031127
5 C 0.042185 -4.193040 0.836381
6 C -0.361000 -5.656866 0.807378
7 H 1.566308 -3.218119 -0.402186
8 H 2.157558 -4.448481 0.701588
9 H -0.751426 -3.734156 0.326134
10 H 0.169521 -3.762755 1.859810
11 H -1.404737 -5.914669 0.865802
12 H 0.199402 -6.264584 1.509693
13 O 2.868985 -5.108650 -4.244515
14 C 2.259835 -6.144562 -4.031557
15 O 1.144448 -6.476821 -4.738496
16 C 0.799125 -7.910953 -4.484092
17 C 2.111742 -8.465912 -3.792007
18 C 2.732421 -7.223867 -3.114139
19 H 0.413751 -8.326841 -5.385397
20 H -0.025832 -7.817123 -3.744730
21 H 2.914322 -8.772277 -4.512373
22 H 1.850549 -9.300444 -3.147250
23 H 3.833782 -7.366945 -2.933799
24 H 2.251696 -7.129682 -2.147069
25 O -1.134492 2.677456 -1.120301
26 C -0.476984 2.243352 -2.025271
27 O -0.604991 2.809305 -3.257593
28 C 0.518700 2.341015 -4.056486
29 C 0.890537 0.967012 -3.541105
30 C 0.673060 1.237632 -2.021928
31 H 1.420166 3.003912 -4.004214
32 H 0.229015 2.318348 -5.162014
33 H 1.898143 0.683901 -3.902763
34 H 0.144381 0.240127 -3.770593
35 H 1.409777 1.847992 -1.521758
36 H 0.495013 0.429428 -1.331908
37 O -3.156985 2.584872 1.616591
38 C -3.293402 3.617153 1.021826
39 O -2.982511 4.833020 1.570275
40 C -2.785493 5.742075 0.470005
41 C -3.875549 5.338508 -0.538505
42 C -3.776982 3.845366 -0.407388
43 H -1.789338 5.429875 0.182161
44 H -2.830278 6.731386 0.927420
45 H -3.737049 5.688372 -1.613367
46 H -4.845433 5.689170 -0.325367
47 H -3.139243 3.395579 -1.113559
48 H -4.755980 3.361278 -0.421371
49 O 0.758082 3.017855 4.878774
50 C -0.074575 3.884714 4.909679
51 O 0.013682 4.871158 5.760933
52 C -1.204824 5.715989 5.814148
53 C -2.094487 5.189500 4.679464
54 C -1.276288 4.010270 4.034515
55 H -0.836929 6.727243 5.580002
56 H -1.570195 5.503129 6.803718
57 H -2.276353 5.873119 3.896555
58 H -3.033827 4.796021 5.088206
59 H -1.001695 4.291061 2.992192
60 H -1.770096 3.022689 3.975994
61 O -6.338172 3.865258 -2.636603
62 C -5.636966 3.002297 -3.123523
63 O -5.593847 1.693780 -2.678735
64 C -4.570711 0.952776 -3.392327
65 C -4.608046 1.590218 -4.744934
66 C -4.855954 3.097013 -4.388599
67 H -4.799884 -0.126555 -3.380979
68 H -3.617561 1.137792 -2.892290
69 H -5.455076 1.128610 -5.330949
70 H -3.715453 1.421694 -5.408311
71 H -5.413223 3.683620 -5.115646
72 H -3.945118 3.662094 -4.344016
73 C -1.940519 -3.127082 4.136020
74 O -2.913524 -3.731169 3.554409
75 N -2.143365 -2.356196 5.266836
76 C -3.498716 -1.935846 5.619387
77 C -0.989956 -1.850009 5.913530
78 H -0.905960 -3.334731 3.893072
79 H -3.755695 -0.957143 5.356455
80 H -3.557713 -1.939450 6.699278
81 H -4.137206 -2.720570 5.234148
82 H -1.022721 -0.756252 6.101466
83 H -0.875668 -2.382775 6.957514
84 H -0.098609 -2.063358 5.356506
85 C 2.346002 -2.421281 2.715428
86 O 1.458254 -2.497690 3.578318
87 N 3.305871 -1.512622 2.773156
88 C 4.218932 -1.371163 1.675612
89 C 3.513845 -0.548946 3.862713
90 H 2.400620 -3.062899 1.885017
91 H 4.130859 -0.364597 1.221494
92 H 3.966587 -2.060846 0.875855
93 H 5.248495 -1.521396 2.039288
94 H 3.176234 0.388640 3.615430
95 H 3.060225 -1.019880 4.786292
96 H 4.610831 -0.504159 4.050710
97 C 1.288867 6.119025 2.822051
98 O 0.157465 6.567448 2.699624
99 N 1.816869 5.186670 2.014557
100 C 3.316522 4.997858 2.219412
101 C 1.240490 4.880411 0.690566
102 H 1.900586 6.375238 3.715037
103 H 3.930960 5.335786 1.396889
104 H 3.424896 3.954756 2.423693
105 H 3.586584 5.553126 3.118503
106 H 1.775798 3.956903 0.430584
107 H 0.182439 4.589543 0.860652
108 H 1.337674 5.632659 -0.098250
109 C 3.836443 -0.599563 -2.057693
110 O 5.005606 -0.254153 -1.966907
111 N 3.347800 -1.573561 -2.817521
112 C 1.963030 -1.997031 -2.852555
113 C 4.212334 -2.312401 -3.694116
114 H 3.014752 -0.099209 -1.502851
115 H 1.453944 -1.537775 -2.001504
116 H 1.864399 -3.104110 -2.788488
117 H 1.493432 -1.662512 -3.731954
118 H 4.195770 -3.362198 -3.460819
119 H 3.947672 -2.219672 -4.767320
120 H 5.189198 -1.960928 -3.496348
121 C -1.209512 -1.280181 -2.232177
122 O -1.765163 -0.196322 -2.390161
123 N -1.018545 -2.150907 -3.221743
124 C -0.873220 -3.583070 -2.838720
125 C -1.421766 -1.839397 -4.545707
126 H -0.844330 -1.604519 -1.253957
127 H -1.810363 -4.069584 -3.055643
128 H -0.824060 -3.540557 -1.792766
129 H -0.021233 -4.039640 -3.325397
130 H -2.478276 -2.022566 -4.812270
131 H -1.360860 -0.734455 -4.653182
132 H -0.803536 -2.294859 -5.284459
133 C 4.611874 2.337960 0.584623
134 O 3.406662 2.293444 0.422733
135 N 5.410945 2.544369 -0.470742
136 C 5.078028 2.915208 -1.817480
137 C 6.754387 2.081522 -0.312319
138 H 5.173211 2.205312 1.569172
139 H 5.390194 4.005655 -1.984351
140 H 4.003341 2.814950 -2.056829
141 H 5.612909 2.215314 -2.497907
142 H 7.065065 1.950457 0.740827
143 H 6.949271 1.205938 -0.903655
144 H 7.406384 2.838451 -0.720974
145 C -3.396917 -2.413056 0.659005
146 O -2.847524 -2.821049 -0.336413
147 N -4.016734 -1.167778 0.778678
148 C -4.533985 -0.865231 2.101739
149 C -4.296514 -0.337533 -0.407466
150 H -3.455041 -3.057365 1.555502
151 H -4.313988 -1.699251 2.735674
152 H -5.613490 -0.630257 2.045127
153 H -4.078380 -0.010329 2.576086
154 H -3.994461 0.686817 -0.162267
155 H -3.779367 -0.730704 -1.299239
156 H -5.423325 -0.285007 -0.590297
157 C 1.126057 -0.249844 0.836450
158 O 1.159403 -1.348058 0.316668
159 N 0.034882 0.263531 1.449106
160 C 0.048804 1.635563 1.984133
161 C -1.152206 -0.651310 1.681921
162 H 1.956242 0.397753 0.678074
163 H 1.002607 2.032422 1.800572
164 H -0.142908 1.593000 3.052455
165 H -0.710484 2.215780 1.504939
166 H -1.036186 -1.261298 2.616114
167 H -2.024392 -0.037168 1.807120
168 H -1.187714 -1.356751 0.814237

Forces on atoms 1 to 3 (eV/Å):
O 0.2 1.4 1.1
C -0.1 0.3 -1.9
O 0.1 -2.2 -0.8